Computed, not measured: a molecular structure, C36H36BiCl5N12, with ωB97M-V with the def2-TZVPD basis set.

Geometry as XYZ:
```
90
C36H36BiCl5N12 | OMol25 | ωB97M-V with the def2-TZVPD basis set
Bi -0.741 0.654 0.512
C -0.247 -2.622 -3.014
C -0.416 -2.269 -1.682
N 0.428 -1.447 -1.066
C 1.452 -0.976 -1.782
C 1.578 -1.288 -3.135
N 0.734 -2.108 -3.746
C 2.446 -0.126 -1.073
C 3.792 -0.181 -1.407
C 4.710 0.554 -0.662
C 4.220 1.309 0.400
C 2.855 1.322 0.654
N 1.987 0.621 -0.072
C 2.289 2.039 1.825
C 2.979 3.042 2.504
N 2.506 3.606 3.605
C 1.328 3.184 4.048
C 0.590 2.245 3.344
N 1.066 1.686 2.232
C 6.159 0.505 -0.961
C 6.769 -0.691 -1.323
C 8.131 -0.689 -1.585
N 8.886 0.403 -1.519
C 8.297 1.545 -1.179
C 6.945 1.648 -0.886
H -0.913 -3.322 -3.504
H -1.240 -2.659 -1.094
H 2.373 -0.866 -3.738
H 4.130 -0.801 -2.226
H 4.912 1.835 1.042
H 3.925 3.420 2.137
H 0.956 3.615 4.969
H -0.400 1.948 3.664
H 6.207 -1.614 -1.375
H 8.638 -1.606 -1.858
H 8.934 2.421 -1.141
H 6.514 2.609 -0.636
C 1.361 -1.778 2.214
N 0.215 -2.586 1.876
C 0.408 -4.026 1.750
C -0.976 -4.574 2.063
N -1.839 -3.392 1.942
C -3.228 -3.576 2.359
C -1.093 -2.258 1.912
N -1.552 -1.006 1.860
C -3.005 -0.794 1.762
C -3.523 -1.004 0.357
N -2.840 -0.085 -0.559
C -3.160 -0.134 -1.839
N -4.082 -0.934 -2.458
C -5.312 -1.478 -1.879
C -4.205 -0.550 -3.873
C -2.979 0.318 -4.124
N -2.548 0.631 -2.769
C -1.621 1.693 -2.493
H 1.814 -2.155 3.134
H 1.077 -0.749 2.383
H 2.099 -1.819 1.413
H 1.164 -4.369 2.454
H 0.740 -4.273 0.739
H -1.042 -4.981 3.075
H -1.294 -5.341 1.360
H -3.374 -4.643 2.507
H -3.938 -3.253 1.600
H -3.441 -3.083 3.307
H -3.200 0.233 2.042
H -3.566 -1.403 2.462
H -4.596 -0.818 0.394
H -3.361 -2.044 0.048
H -5.127 -2.320 -1.220
H -5.915 -1.843 -2.706
H -5.891 -0.714 -1.356
H -5.131 0.008 -4.026
H -4.229 -1.438 -4.501
H -3.216 1.229 -4.671
H -2.196 -0.215 -4.666
H -1.622 2.388 -3.330
H -0.591 1.340 -2.364
H -1.945 2.246 -1.610
Cl 0.188 3.431 -0.471
C -1.255 3.685 0.492
C -1.698 2.651 1.317
C -2.674 2.998 2.246
Cl -3.021 1.957 3.594
C -3.308 4.243 2.229
Cl -4.545 4.609 3.353
C -2.917 5.209 1.300
Cl -3.698 6.724 1.244
C -1.840 4.946 0.453
Cl -1.251 6.159 -0.601
```

Output
E_HOMO in eV: -13.626
Strongest force on any atom in Eh/bohr: 0.0062
Net charge: +2
E in a.u.: -4565.60613
Kohn-Sham gap in eV: 8.05
ΔE to the lowest compared entry with this formula, charge and spin in kcal/mol: 2.20